# 1
54
Properties=species:S:1:pos:R:3:forces:R:3:lowdin_charge:R:1 method="wB97M-V/def2-TZVPD" relative_energy_ev=0.000 energy_ha=-5535.65347 charge=-2
K 1.331293 -0.831709 1.389844 0.1 0.2 -0.2 0.77
N 1.454543 -3.661907 1.342525 1.8 -1.8 -0.5 -0.34
S 1.049216 -4.258402 -0.073177 -1.8 1.4 -1.9 0.47
O -0.214889 -4.917965 -0.066193 -0.2 0.0 0.2 -0.29
O 2.023816 -4.760953 -0.986579 0.6 -0.3 0.6 -0.28
F 0.746643 -2.811811 -0.754603 -0.4 0.0 0.2 -0.25
S 2.745956 -4.603846 1.732007 -0.1 1.3 1.5 0.47
O 3.993180 -4.163955 1.217980 0.1 0.1 -0.1 -0.26
O 2.440128 -5.985481 1.751158 -0.2 -1.0 -0.2 -0.28
F 2.757013 -4.205697 3.257807 0.1 0.2 0.1 -0.18
N 3.095939 1.423475 0.815641 1.8 0.0 -1.8 -0.32
S 3.808113 1.501777 -0.670563 -2.6 0.0 0.0 0.47
O 4.781729 0.513111 -0.947810 0.5 -0.5 0.0 -0.26
O 4.001697 2.817038 -1.145726 0.3 1.0 -0.2 -0.27
F 2.500897 1.042076 -1.459029 0.0 -0.2 -0.1 -0.20
S 4.384290 1.339415 1.738854 -0.2 0.8 3.4 0.43
O 5.307559 2.425898 1.654883 0.3 0.1 -0.8 -0.29
O 4.886537 0.033521 1.962181 0.2 -0.8 -0.2 -0.27
F 3.650207 1.670604 3.116182 -0.3 -0.2 -0.2 -0.19
N -0.509036 -0.453224 3.420130 0.3 2.2 2.5 -0.34
S 0.292354 0.243755 4.717479 2.3 -2.0 -0.5 0.49
O -0.026989 -0.171991 6.035376 -1.1 -0.2 0.3 -0.27
O 0.714429 1.588662 4.544008 -0.4 0.3 -0.4 -0.26
F 1.588262 -0.648320 4.441682 0.3 0.2 -0.3 -0.22
S -1.745146 0.544491 3.310689 -3.0 -1.3 -2.4 0.45
O -1.542363 1.769967 2.619623 0.4 0.4 0.3 -0.27
O -2.703323 0.479233 4.368347 0.5 0.5 0.9 -0.29
F -2.533150 -0.340633 2.209349 0.4 0.0 -0.2 -0.22
C 0.602728 0.445368 -3.819811 -0.4 -0.4 -0.1 -0.07
C -0.315901 1.452635 -3.171938 0.7 0.2 0.1 -0.27
O -1.456109 0.765802 -2.631382 -0.2 0.3 -0.5 -0.19
P -1.647705 0.820604 -1.057956 -0.5 -0.1 -0.3 0.33
O -0.528811 0.274713 -0.326148 1.1 -0.3 0.8 -0.24
O -1.984197 2.325229 -0.752841 -0.1 0.1 0.3 -0.15
C -3.193184 2.912796 -1.259772 0.3 0.3 0.1 -0.26
C -3.088480 4.401333 -1.045651 0.5 0.6 -0.2 -0.08
O -3.016996 0.093560 -0.864895 -0.6 0.2 -0.2 -0.16
C -3.172751 -1.329515 -0.854522 0.4 -0.6 0.0 -0.23
C -2.404641 -2.046347 -1.939956 0.1 -0.3 -0.6 -0.08
H 1.539399 0.888578 -4.150841 0.0 0.1 0.0 0.08
H 0.828167 -0.350012 -3.109724 0.1 0.1 0.1 0.08
H 0.079457 -0.022160 -4.658787 0.2 0.0 -0.1 0.08
H 0.233819 1.990270 -2.394046 -0.1 -0.1 0.1 0.11
H -0.667180 2.203053 -3.883671 -0.2 -0.1 0.0 0.12
H -3.248723 2.693886 -2.326961 -0.3 -0.1 0.0 0.12
H -4.039432 2.505204 -0.710809 -0.1 -0.2 -0.2 0.12
H -3.901477 4.949714 -1.525233 -0.2 -0.2 0.1 0.07
H -3.037872 4.678612 0.006450 -0.1 -0.2 0.1 0.08
H -2.167771 4.775704 -1.502658 0.0 -0.1 0.0 0.08
H -2.833240 -1.715257 0.106922 -0.2 0.2 0.1 0.11
H -4.237603 -1.504280 -0.994183 0.0 0.0 0.2 0.12
H -2.517680 -3.125777 -1.814769 -0.1 0.0 0.2 0.09
H -2.770183 -1.806465 -2.942339 0.0 0.2 0.1 0.08
H -1.332562 -1.854356 -1.916518 0.0 0.1 0.2 0.06



# 2
22
Properties=species:S:1:pos:R:3:forces:R:3:lowdin_charge:R:1 method="wB97M-V/def2-TZVPD" multiplicity=2 relative_energy_ev=1.297 energy_ha=-292.25068 charge=-1
C -0.776433 0.598699 1.393284 -0.4 -1.0 -0.5 -0.34
C -0.648570 0.814633 2.920817 0.7 -0.5 -1.9 -0.16
C -0.089185 -0.755956 1.069838 0.3 -1.2 0.5 -0.32
N -0.026637 -1.189202 -0.292163 -0.1 3.1 -3.1 -0.06
C -0.207395 -0.642706 -2.691766 0.2 -0.3 0.8 -0.25
C 0.068386 -0.054205 -1.308315 -0.5 -1.0 0.8 -0.50
C 1.426776 0.591849 -1.181288 0.0 1.1 -0.3 -0.25
H -0.240384 1.321623 0.783964 -0.3 0.5 0.3 0.06
H -1.810480 0.505815 1.053471 0.0 0.4 0.0 0.08
H -0.818409 1.833555 3.247519 -0.2 0.0 0.1 0.05
H 0.411546 0.550127 2.990176 0.0 0.2 1.2 0.05
H -1.278028 0.071796 3.405559 0.1 0.1 0.4 0.06
H 0.942660 -0.627091 1.437422 0.0 -0.2 0.3 0.09
H -0.595669 -1.533088 1.651764 0.2 0.0 0.2 0.10
H -0.070017 -1.945904 -0.944474 -0.4 -1.6 1.8 0.07
H -1.039686 -1.347191 -2.569419 -0.1 0.0 -0.3 0.05
H 0.679137 -1.205839 -2.997187 -0.1 0.0 -0.4 0.05
H -0.503012 0.096566 -3.431571 0.2 0.1 -0.1 0.03
H -0.806051 0.553608 -1.073327 0.5 0.7 -0.1 0.09
H 1.520095 1.573780 -1.660910 -0.3 0.0 -0.2 0.02
H 2.183857 -0.029600 -1.661326 0.0 -0.2 0.3 0.04
H 1.677499 0.818730 -0.142070 0.2 -0.3 0.1 0.03



# 3
22
Properties=species:S:1:pos:R:3:forces:R:3:lowdin_charge:R:1 method="wB97M-V/def2-TZVPD" relative_energy_ev=3.651 energy_ha=-292.23486
C 3.473324 -0.561829 2.300566 0.3 -0.3 0.0 -0.07
N 1.043224 -0.406467 0.119821 -1.7 0.1 0.2 0.07
C -0.268955 -0.279042 -0.069400 1.1 0.0 -0.7 -0.44
C -0.751270 0.827541 -1.017073 -0.3 -0.2 0.0 -0.39
C -2.125321 1.367712 -0.663330 -0.5 -0.1 0.0 -0.08
C -0.658778 0.241078 -2.425834 -0.1 -0.3 -0.2 -0.07
C -1.255701 -1.208750 0.580998 -0.1 -0.4 -0.2 -0.03
H 4.179261 -0.446820 1.479941 0.0 0.1 0.0 0.01
H 3.976635 -1.091935 3.109420 -0.1 0.1 0.1 0.01
H 2.640667 -1.146716 1.926568 -0.1 0.0 0.1 -0.02
H 3.137976 0.415937 2.637208 0.0 0.0 0.0 0.01
H 0.513211 0.290454 0.849727 1.2 0.3 0.6 0.14
H -0.002635 1.615711 -0.938106 0.0 0.0 0.0 0.13
H -2.409711 2.213814 -1.289786 0.2 0.1 0.0 0.08
H -2.173014 1.675128 0.384181 0.0 0.1 -0.1 0.08
H -2.921411 0.628483 -0.801776 0.2 -0.1 0.0 0.08
H -1.390541 -0.560552 -2.562214 0.0 0.0 0.0 0.08
H -0.850248 0.960923 -3.222698 0.0 0.2 0.2 0.08
H 0.337374 -0.170988 -2.587861 0.0 0.0 0.0 0.08
H -1.834926 -1.751796 -0.171784 0.0 0.1 -0.1 0.09
H -1.974149 -0.679818 1.203983 0.0 0.1 0.1 0.08
H -0.685012 -1.932069 1.157449 -0.1 0.0 0.1 0.08



# 4
22
Properties=species:S:1:pos:R:3:forces:R:3:lowdin_charge:R:1 method="wB97M-V/def2-TZVPD" relative_energy_ev=8.148 energy_ha=-292.06958
C -0.948815 1.649574 -0.850264 1.7 -2.9 -0.6 0.01
C -0.809612 0.968472 0.416356 0.4 4.2 4.1 -0.42
C -1.654699 2.273499 1.614854 0.5 -1.0 -4.2 0.00
C -1.320514 -0.357489 0.796913 -1.9 0.1 -1.0 -0.12
C -0.002219 -0.883363 -1.799417 1.7 -3.9 -0.1 -0.22
N 0.671407 -1.649285 -1.139535 -1.0 1.7 -1.4 0.12
C 3.610384 -2.058997 0.534185 -0.7 0.2 0.6 -0.07
H -1.929865 1.929576 -1.162645 -0.4 -0.1 -0.9 0.07
H -0.049555 2.117445 -1.225444 -0.4 0.7 0.0 0.08
H 0.195583 1.249637 0.763615 0.0 -1.1 0.0 0.12
H -2.525611 2.130870 2.246582 0.4 -0.6 0.3 0.04
H -0.953244 3.050232 1.824440 0.6 0.1 0.9 0.02
H -1.982798 2.586202 0.616392 -1.2 1.0 1.0 -0.01
H -1.305973 -0.342616 1.883072 0.2 -1.0 -0.1 0.08
H -2.390022 -0.458673 0.442839 0.8 0.2 0.6 0.11
H -0.789564 -1.078553 0.186924 0.0 -0.6 1.4 0.01
H -0.145671 0.174016 -1.327518 -1.4 2.8 0.0 0.04
H -0.582970 -1.045438 -2.710765 0.1 0.4 0.0 0.10
H 4.348085 -2.675188 1.015414 0.2 -0.4 0.4 0.00
H 4.023446 -1.051170 0.490850 -0.1 -0.1 -0.6 0.01
H 3.315515 -2.527835 -0.394834 0.3 0.4 -0.5 0.00
H 2.677927 -1.998046 1.114732 0.4 -0.1 0.1 0.01



# 5
22
Properties=species:S:1:pos:R:3:forces:R:3:lowdin_charge:R:1 method="wB97M-V/def2-TZVPD" relative_energy_ev=3.370 energy_ha=-292.24519 smiles="[H]/N=C(/C)C(C)C.C"
H -0.185612 1.550070 0.939601 -1.1 1.6 -1.8 0.09
N -0.749797 0.815201 0.397535 2.0 0.0 2.5 0.07
C 0.338691 0.128812 0.717708 -1.8 -1.2 -0.5 -0.42
C 0.132691 -1.084228 1.583163 2.3 -0.2 0.5 -0.03
C 1.640612 0.479963 0.032249 0.2 0.8 -0.7 -0.37
C 3.002333 0.126655 0.612672 -0.6 -1.0 1.2 -0.06
C 1.451395 -0.060170 -1.425349 0.3 0.2 0.7 -0.06
H 1.091655 -1.521440 1.904000 -0.1 -0.6 -1.0 0.06
H -0.122337 -0.770437 2.596027 -1.2 0.3 -0.3 0.09
H -0.534036 -1.782536 1.098014 -0.3 -0.2 0.3 0.09
H 1.565615 1.556490 -0.162923 0.1 0.1 0.3 0.13
H 3.393224 0.873062 1.301833 0.3 0.5 -0.6 0.08
H 2.907444 -0.716283 1.310430 -0.1 -0.2 -0.4 0.06
H 3.695678 -0.210338 -0.153220 0.2 0.4 0.0 0.08
H 1.412829 -1.148713 -1.454486 -0.2 0.0 -0.1 0.08
H 2.281068 0.281775 -2.042713 0.1 -0.1 0.1 0.08
H 0.548458 0.413584 -1.785495 -0.3 -0.3 -0.3 0.07
C -4.383215 0.196374 -1.091379 0.3 0.4 -0.1 -0.05
H -3.350478 0.380350 -0.807034 0.2 -0.2 -0.1 -0.01
H -4.800940 -0.556834 -0.432634 -0.2 0.1 0.1 0.01
H -4.871735 1.164936 -1.009911 -0.4 -0.1 0.2 0.01
H -4.463548 -0.116298 -2.128097 0.1 -0.2 -0.1 0.01



# 6
23
Properties=species:S:1:pos:R:3:forces:R:3:lowdin_charge:R:1 method="wB97M-V/def2-TZVPD" relative_energy_ev=1.436 energy_ha=-346.85978 charge=+1
C 1.735088 1.358884 0.407589 0.3 0.1 -0.7 -0.07
C 0.976581 0.058462 0.573885 0.5 1.1 0.1 -0.32
C 1.670663 -1.076390 0.718939 0.0 -0.5 0.5 -0.17
N 3.034206 -1.179681 0.720442 -0.8 0.6 -0.3 0.10
C -0.526957 0.149381 0.678149 1.0 -1.5 -0.9 -0.12
C -1.251924 -0.297918 -0.647545 -0.2 0.8 1.5 -0.30
C -2.530755 -0.997765 -0.283644 -1.2 0.1 -1.6 -0.05
N -1.521339 0.999382 -1.424201 -0.1 0.3 0.8 0.22
H 2.546296 1.519584 1.121839 -0.1 -0.2 0.2 0.08
H 2.223843 1.456923 -0.577700 -0.1 -0.1 0.1 0.09
H 1.087887 2.225543 0.498605 -0.2 0.1 0.1 0.06
H 1.180095 -2.021488 0.936476 -0.1 0.1 -0.2 0.13
H 3.480995 -2.054151 0.839268 0.3 -0.5 0.1 0.09
H 3.582712 -0.348850 0.670217 0.4 0.1 -0.1 0.08
H -0.813706 1.165656 0.943544 -0.2 0.0 0.2 0.11
H -0.831415 -0.544736 1.460942 -0.4 0.2 0.0 0.12
H -0.611300 -0.902414 -1.280424 0.1 0.0 0.0 0.15
H -3.150137 -1.229185 -1.166369 0.4 -0.1 -0.1 0.09
H -3.215603 -0.370349 0.288913 0.4 -0.2 0.7 0.10
H -2.295655 -1.959807 0.158669 -0.1 0.1 0.4 0.10
H -0.664165 1.262118 -1.920542 -0.5 0.1 -0.4 0.18
H -1.715235 1.756621 -0.766119 0.4 0.0 0.4 0.16
H -2.390175 1.030181 -1.950934 0.3 -0.6 -1.0 0.17